The following is a DFT calculation (ωB97M-V/def2-TZVPD) of a 2-piece molecular cluster, C2H4NO2 overall in a non-equilibrium geometry.

The net charge is -1. The value obtained for the orbital gap is 6.730 eV. The calculation puts the lowest unoccupied orbital energy at 3.6 eV. For the HOMO energy, the calculation gives -0.11590 hartree. Its spin multiplicity is 1.

```
9
Properties=species:S:1:pos:R:3:forces:R:3:nbo_charge:R:1
C 0.319398 -0.505523 -0.087305 1.204 -1.334 0.004 0.189
N 0.555498 0.146375 1.019217 -0.466 1.828 -1.897 -0.661
C -0.592159 0.938953 1.253878 -0.400 -0.959 1.334 0.524
O 1.270628 -0.841632 -2.724943 -0.060 0.024 0.224 -1.351
O -1.728963 0.588089 1.455063 -0.353 -0.072 -0.067 -0.603
H -0.329274 -1.398603 -0.174735 -1.076 0.764 0.194 0.119
H 0.831843 -0.365111 -1.056973 0.774 -0.282 0.146 0.275
H 1.233589 -1.171489 -3.626274 -0.024 0.021 -0.051 0.407
H -0.384755 2.019386 1.211854 0.401 0.009 0.112 0.102
```
Forces are in eV/Å.

=====

The following is a DFT calculation (ωB97M-V/def2-TZVPD) of C48H68NaO7S as an isolated structure in a non-equilibrium geometry.

The net charge is -1. The value obtained for the orbital gap is 5.472 eV. The calculation puts the lowest unoccupied orbital energy at 1.7 eV. For the HOMO energy, the calculation gives -0.13732 hartree. Its spin multiplicity is 1.

```
125
Properties=species:S:1:pos:R:3:forces:R:3:lowdin_charge:R:1
Na -1.148447 -0.783299 -2.440180 -0.012 -0.234 -1.041 0.328
C 0.585556 -3.675442 -3.162066 -0.076 -0.105 -0.125 -0.052
O 0.251309 -2.497651 -2.460783 0.470 -0.388 0.250 -0.153
C 0.929910 -2.414814 -1.247066 0.258 -0.130 0.107 -0.184
C 2.144492 -1.736983 -1.180668 -0.058 -0.074 -0.116 -0.115
C 2.681509 -0.915074 -2.334278 -0.117 0.191 0.075 -0.065
C 2.462868 0.559358 -2.054459 -0.026 -0.129 -0.100 -0.139
C 3.410238 1.314941 -1.377749 0.003 0.021 -0.019 -0.007
C 3.192117 2.648431 -1.043947 -0.018 0.038 0.044 -0.190
C 1.972905 3.203759 -1.439995 0.030 0.005 -0.010 -0.005
C 1.003154 2.483899 -2.112467 -0.094 0.019 -0.092 -0.127
C -0.348639 3.089591 -2.435443 0.084 -0.161 0.041 -0.055
C -1.324229 2.813680 -1.307974 -0.031 -0.025 -0.159 -0.113
C -1.210404 3.548549 -0.132351 -0.044 -0.038 0.055 0.023
C -2.003972 3.292252 0.975353 0.076 0.065 -0.059 -0.161
C -2.942068 2.272006 0.872482 0.002 -0.010 -0.008 0.019
C -3.089060 1.505908 -0.273953 -0.113 -0.005 -0.105 -0.102
C -4.049368 0.334970 -0.259011 0.160 -0.183 0.021 -0.068
C -3.432759 -0.814514 0.512540 -0.088 0.047 -0.169 -0.130
C -3.574742 -0.903280 1.887606 0.024 -0.003 0.033 -0.005
C -2.944249 -1.887012 2.642881 -0.022 0.018 0.060 -0.192
C -2.137641 -2.782343 1.940484 0.009 0.028 -0.014 -0.013
C -1.965673 -2.722864 0.570982 -0.026 -0.146 -0.046 -0.128
C -0.997210 -3.653854 -0.129283 -0.151 0.190 0.040 -0.071
C 0.386961 -3.041548 -0.122147 0.033 -0.026 -0.137 -0.106
C 1.121032 -3.023644 1.053346 -0.038 0.028 -0.045 0.021
C 2.357601 -2.394326 1.150036 0.089 -0.002 0.049 -0.161
C 2.845493 -1.750607 0.023139 -0.061 0.010 0.008 0.018
C 3.111973 -2.411898 2.478327 0.016 -0.031 0.056 -0.551
C 2.249833 -1.733351 3.553789 0.008 -0.037 -0.100 -0.037
C 3.390269 -3.868324 2.883250 -0.040 0.082 -0.031 -0.051
C 4.450355 -1.675466 2.399579 -0.061 -0.022 -0.003 -0.070
C -2.638376 -1.742795 -0.216237 -0.310 -0.193 0.284 -0.332
O -2.541352 -1.705828 -1.499347 -1.228 -0.897 1.163 -0.117
C -3.090853 -2.011725 4.156376 0.000 -0.053 0.077 -0.561
C -1.711116 -1.902538 4.826062 -0.074 -0.002 -0.032 -0.056
C -3.986308 -0.918575 4.743747 0.066 -0.048 -0.063 -0.075
C -3.712563 -3.373653 4.508616 0.027 0.078 -0.011 -0.059
C -2.277645 1.797284 -1.374307 0.021 0.241 0.108 -0.193
O -2.394820 1.059616 -2.540501 -0.371 0.510 0.045 -0.163
C -3.415988 1.486242 -3.428055 -0.113 -0.042 -0.203 -0.042
C -1.840867 4.040396 2.294331 -0.026 0.050 0.130 -0.551
C -3.159844 4.733634 2.667501 0.074 -0.056 -0.040 -0.051
C -0.741648 5.103751 2.232652 -0.055 -0.071 -0.035 -0.068
C -1.466261 3.027787 3.387974 -0.009 -0.009 -0.050 -0.039
C 1.215546 1.116558 -2.425541 0.387 0.119 -0.072 -0.327
O 0.304419 0.393230 -2.998899 1.286 1.077 -0.250 -0.148
C 4.193489 3.487694 -0.253819 0.071 0.068 0.057 -0.562
C 5.462175 2.704413 0.087127 -0.038 0.009 -0.035 -0.074
C 4.602877 4.723860 -1.071158 -0.048 -0.103 0.033 -0.056
C 3.549493 3.949463 1.063408 0.023 0.013 -0.053 -0.052
H 0.488808 -4.562420 -2.526696 -0.030 0.044 0.041 0.101
H 1.615481 -3.636184 -3.539547 -0.006 0.058 0.020 0.100
H -0.115239 -3.744160 -3.990226 0.028 0.030 -0.011 0.054
H 2.149632 -1.166853 -3.251253 0.065 -0.050 -0.019 0.114
H 3.749959 -1.107820 -2.457749 0.003 -0.050 -0.011 0.120
H 4.344102 0.831526 -1.109946 -0.011 0.015 -0.001 0.098
H 1.761101 4.243488 -1.204354 -0.005 0.008 -0.002 0.108
H -0.719803 2.661746 -3.366113 -0.009 0.041 -0.007 0.109
H -0.240002 4.169276 -2.560133 -0.025 0.018 0.002 0.121
H -0.454315 4.322249 -0.096896 0.018 -0.017 -0.003 0.102
H -3.569478 2.027011 1.722484 0.014 -0.007 0.000 0.110
H -4.246082 -0.011451 -1.272577 -0.042 0.044 0.001 0.102
H -4.989934 0.638168 0.207253 0.004 0.048 0.009 0.119
H -4.196564 -0.161000 2.378812 -0.013 -0.026 -0.021 0.095
H -1.607475 -3.562051 2.483682 -0.020 -0.009 0.007 0.104
H -1.352195 -3.789814 -1.150516 0.053 -0.077 -0.001 0.109
H -0.971877 -4.617978 0.384885 0.026 -0.018 -0.018 0.120
H 0.683070 -3.500766 1.922713 0.022 0.005 0.021 0.110
H 3.789600 -1.222155 0.061977 -0.019 0.010 -0.022 0.101
H 1.293195 -2.243415 3.669681 -0.005 0.021 0.040 0.064
H 2.035923 -0.701284 3.269016 -0.009 0.007 0.028 0.092
H 2.765169 -1.735749 4.518276 -0.001 -0.001 0.000 0.083
H 2.459825 -4.422118 3.010342 0.007 -0.031 0.015 0.075
H 3.945180 -3.905015 3.824793 -0.016 -0.001 0.003 0.079
H 3.978778 -4.370281 2.112233 0.011 -0.013 0.016 0.087
H 4.308556 -0.621365 2.151843 0.031 -0.001 -0.006 0.078
H 5.109453 -2.123397 1.652938 0.012 0.021 -0.001 0.084
H 4.950887 -1.731575 3.368802 0.007 0.020 0.001 0.081
H -1.228625 -0.964364 4.545156 0.009 0.002 0.017 0.087
H -1.058896 -2.720202 4.514542 0.016 0.009 0.003 0.064
H -1.807065 -1.939461 5.916043 0.019 -0.012 -0.001 0.077
H -3.564792 0.071791 4.557069 -0.049 0.012 0.016 0.074
H -4.072212 -1.056080 5.824449 0.003 0.017 0.009 0.077
H -4.989812 -0.959104 4.315492 -0.003 0.037 0.010 0.082
H -3.089088 -4.190243 4.142264 -0.018 -0.023 0.000 0.072
H -4.697140 -3.466812 4.045723 0.002 -0.023 0.005 0.085
H -3.824680 -3.485252 5.592144 0.015 0.001 -0.003 0.075
H -3.833283 2.446658 -3.119378 0.047 0.012 0.029 0.103
H -4.221876 0.746732 -3.463207 0.032 -0.010 0.068 0.091
H -2.985386 1.584670 -4.427390 0.040 0.013 0.039 0.086
H -3.437853 5.459053 1.899824 -0.019 0.008 0.014 0.086
H -3.054628 5.257411 3.621360 -0.024 0.001 0.006 0.078
H -3.970769 4.010117 2.759374 -0.016 0.022 0.014 0.075
H -0.963659 5.859711 1.476167 0.037 0.009 -0.001 0.085
H 0.227505 4.654804 2.006555 0.006 0.030 -0.010 0.075
H -0.664983 5.605899 3.199541 0.000 -0.003 0.008 0.081
H -2.247099 2.275455 3.510445 0.022 -0.011 0.022 0.069
H -1.318431 3.532598 4.346857 -0.009 0.012 -0.002 0.081
H -0.546870 2.504864 3.117596 -0.006 -0.013 0.007 0.091
H 5.977447 2.377859 -0.818926 0.013 -0.025 0.030 0.084
H 5.236936 1.825065 0.694481 0.018 -0.003 -0.009 0.075
H 6.145491 3.340050 0.655188 0.004 0.006 0.002 0.079
H 5.047224 4.414928 -2.019405 0.011 0.035 -0.003 0.087
H 5.329577 5.330832 -0.522977 -0.008 0.001 0.005 0.077
H 3.734543 5.345210 -1.292248 0.017 0.032 -0.029 0.072
H 3.225809 3.090884 1.655631 0.003 -0.004 -0.001 0.087
H 2.673421 4.570440 0.869901 -0.017 -0.006 0.028 0.066
H 4.257955 4.535342 1.657481 -0.007 0.004 -0.008 0.078
O 0.174095 0.435577 0.449929 -0.024 -0.050 0.015 0.001
H 1.110575 0.659445 0.372907 -0.037 -0.030 -0.119 0.038
H -0.143815 0.488967 -0.464301 0.104 0.150 0.363 0.023
O -0.437639 0.858559 -5.559028 -0.061 -0.074 0.077 -0.098
H -0.999538 0.074672 -5.608524 0.081 -0.001 0.009 -0.009
H -0.077575 0.803124 -4.636734 -0.108 -0.077 -0.167 0.003
C -1.481933 -4.825474 -6.257376 -0.035 0.384 -0.132 -0.255
S -1.420969 -3.036958 -6.648926 0.476 -0.690 -0.544 0.833
C 0.338012 -3.023030 -7.126626 -0.364 0.066 0.042 -0.243
O -1.511308 -2.292435 -5.381244 -0.083 0.334 0.534 -0.528
H -1.558076 -5.371890 -7.197961 0.008 -0.004 0.013 0.046
H -2.375583 -4.987216 -5.657781 -0.018 0.033 -0.023 0.054
H -0.597278 -5.135295 -5.705076 -0.002 0.038 0.036 0.040
H 0.475557 -3.611798 -8.033851 -0.019 0.000 0.005 0.050
H 0.931573 -3.420460 -6.305089 -0.010 0.018 0.036 0.045
H 0.599911 -1.981118 -7.303692 -0.005 -0.001 -0.003 0.052
```
Forces are in eV/Å.

=====

The following is a DFT calculation (ωB97M-V/def2-TZVPD) of one molecule with the formula C6H13OP in a non-equilibrium geometry.

The value obtained for the orbital gap is 8.180 eV. The calculation puts the lowest unoccupied orbital energy at 0.7 eV. For the HOMO energy, the calculation gives -0.27635 hartree. Its SMILES is C=[P@](C)(CC)C(C)=O. Its spin multiplicity is 1.

```
21
Properties=species:S:1:pos:R:3:forces:R:3:nbo_charge:R:1
C 0.821916 1.731682 1.538533 0.027 -0.255 -1.023 -1.159
C 0.853404 0.216664 -1.272744 0.231 0.631 0.512 0.306
C 0.142337 1.033135 -2.311901 0.050 -0.090 -0.203 -0.731
C -0.125325 -2.282125 0.648296 0.081 0.074 0.001 -0.608
C -1.770676 0.583364 0.230831 3.026 0.026 0.636 -0.865
C 0.627088 -1.120915 1.282598 -0.027 0.252 -0.092 -0.735
O 1.861876 -0.414268 -1.460011 -0.038 -0.264 -0.200 -0.530
P 0.266875 0.491937 0.506743 -2.691 -0.306 0.556 1.339
H 1.868430 1.545890 1.787459 -0.047 -0.015 0.190 0.226
H 0.685361 2.726942 1.122283 -0.139 0.129 0.149 0.220
H 0.839759 1.405421 -3.059389 0.052 -0.013 0.005 0.244
H -0.589056 0.399771 -2.814769 -0.114 0.000 -0.019 0.244
H -0.381204 1.855860 -1.827581 -0.056 0.069 -0.136 0.226
H -1.201204 -2.135688 0.717753 -0.083 -0.067 0.002 0.204
H 0.146018 -2.377898 -0.401565 -0.026 -0.104 -0.065 0.214
H 0.127564 -3.213403 1.150844 -0.022 -0.071 -0.019 0.222
H -2.044127 -0.034115 -0.612761 -0.095 -0.110 -0.150 0.218
H -2.203584 0.231604 1.160489 -0.061 -0.063 0.053 0.234
H -2.015236 1.627235 0.078792 -0.061 0.122 -0.074 0.232
H 1.706900 -1.273317 1.193069 -0.063 0.061 0.050 0.252
H 0.382884 -0.997777 2.343030 0.056 -0.007 -0.173 0.248
```
Forces are in eV/Å.

=====

The following is a DFT calculation (ωB97M-V/def2-TZVPD) of C13H18F5N2O5PRuTe2 as an isolated structure.

The value obtained for the orbital gap is 6.860 eV. The calculation puts the lowest unoccupied orbital energy at -0.4 eV. For the HOMO energy, the calculation gives -0.26545 hartree. Its spin multiplicity is 1.

```
47
Properties=species:S:1:pos:R:3:forces:R:3:nbo_charge:R:1
Ru -1.639117 0.217029 0.661414 -0.013 0.658 0.264 0.905
N -1.898995 0.446876 2.722813 -0.090 -0.070 0.060 -0.743
C -0.604898 0.547836 3.368988 0.047 -0.015 -0.095 0.128
C -0.429484 0.644736 4.715880 0.065 0.018 0.043 -0.203
C 0.871985 0.771534 5.251448 -0.119 0.002 0.073 -0.194
C 1.962396 0.804465 4.434566 0.083 0.004 -0.119 -0.174
C 1.809625 0.699618 3.030881 -0.044 -0.006 0.042 -0.096
C 2.886927 0.711992 2.113367 0.027 0.021 0.087 -0.124
C 2.630709 0.602222 0.781490 -0.042 -0.002 -0.088 -0.246
C 1.300464 0.474773 0.334615 0.067 0.023 0.055 0.095
N 0.282779 0.442736 1.163357 -0.073 -0.138 -0.148 -0.360
C 0.514435 0.565731 2.508898 -0.015 0.012 0.042 0.210
H -2.466742 -0.286398 3.148283 0.069 0.142 -0.106 0.405
H -2.390122 1.338736 2.801472 0.002 -0.029 0.036 0.422
H -1.288070 0.640864 5.375445 -0.013 -0.001 0.006 0.222
H 0.993956 0.854437 6.322819 0.000 -0.002 0.003 0.223
H 2.958024 0.912578 4.845594 0.005 -0.002 0.004 0.219
H 3.898261 0.818882 2.484889 0.007 -0.004 -0.011 0.220
H 3.426731 0.625260 0.051031 -0.001 -0.001 -0.002 0.228
H 1.055351 0.404938 -0.716734 0.021 -0.009 0.034 0.228
O -2.805454 -1.360484 0.693991 -0.092 -0.256 0.164 -1.074
F -0.160657 5.577242 0.959688 0.126 0.119 0.039 -0.608
Te -0.968971 3.916637 0.817820 0.094 -0.163 -0.024 3.460
F -0.754545 3.835166 2.680006 0.010 -0.036 0.080 -0.640
F 0.772759 3.240358 0.632165 0.051 0.066 -0.008 -0.642
F -1.002443 4.264625 -1.008462 -0.019 0.000 -0.104 -0.623
F -2.562512 4.834775 1.047805 -0.117 0.128 0.017 -0.620
O -1.819005 2.338031 0.724599 -0.086 -0.312 -0.119 -1.157
C -0.770781 -1.090996 -5.729825 0.005 0.016 0.006 -0.625
C -0.612573 -0.673375 -4.291572 -0.021 -0.085 -0.022 -0.070
O -1.359868 -1.625674 -3.475194 -0.209 -0.001 -0.105 -0.839
P -1.333373 -1.437879 -1.910242 0.502 -0.041 0.117 2.044
O -1.352948 -0.009356 -1.478737 0.034 0.213 0.050 -1.082
Te -3.131057 -2.560620 -0.784416 -0.286 -0.341 -0.193 0.573
O 0.059064 -2.054973 -1.427094 0.051 0.037 -0.042 -0.837
C 0.406588 -3.432713 -1.672134 -0.018 0.058 -0.006 -0.065
C 1.361614 -3.537566 -2.838118 -0.011 0.006 -0.005 -0.632
H -0.232319 -0.395570 -6.372800 0.014 0.019 -0.017 0.223
H -1.821153 -1.083585 -6.015560 -0.019 0.000 -0.005 0.222
H -0.372198 -2.091726 -5.892727 0.008 -0.017 0.002 0.211
H -1.013524 0.319912 -4.101169 -0.018 0.024 -0.001 0.209
H 0.431728 -0.694898 -3.974197 0.016 -0.004 -0.010 0.181
H -0.500629 -4.016338 -1.844546 -0.025 -0.011 0.007 0.182
H 0.859706 -3.789123 -0.748970 0.006 -0.013 0.012 0.196
H 0.886026 -3.202364 -3.759423 0.000 0.001 -0.015 0.210
H 1.671552 -4.574079 -2.971829 0.000 -0.023 0.001 0.221
H 2.250780 -2.934285 -2.659563 0.021 0.018 0.001 0.215
```
Forces are in eV/Å.

=====

The following is a DFT calculation (ωB97M-V/def2-TZVPD) of a 2-piece molecular cluster, C2F2NO4 overall in a non-equilibrium geometry.

The net charge is -1. The value obtained for the orbital gap (alpha / beta) is 7.287 / 7.286 eV. The calculation puts the lowest unoccupied orbital energy (alpha / beta) at 3.6 / 3.6 eV. For the HOMO energy (alpha / beta), the calculation gives -0.13504 / -0.13500 hartree. Its spin multiplicity is 1.

```
9
Properties=species:S:1:pos:R:3:forces:R:3:nbo_charge:R:1
C -1.905802 -0.597892 -0.417933 0.370 1.340 0.741 1.028
C 0.454008 0.314330 0.652196 -1.585 2.204 1.928 0.454
N 1.252392 0.070049 -0.441176 -0.053 -0.161 0.824 0.377
O -1.441919 -1.620387 -0.464243 1.259 -4.377 -0.780 -0.521
O 0.878079 0.545134 -1.528864 0.494 0.180 -0.338 -0.519
O -2.356489 0.433247 -0.281245 -1.863 2.861 -0.117 -0.526
O 2.131357 -0.815775 -0.307205 -0.173 0.376 -0.502 -0.514
F 0.934240 -0.069499 1.869073 0.450 0.095 -0.578 -0.360
F 0.054134 1.740793 0.919397 1.101 -2.519 -1.179 -0.418
```
Forces are in eV/Å.

=====

The following is a DFT calculation (ωB97M-V/def2-TZVPD) of a 2-piece molecular cluster, CH4P2 overall in a non-equilibrium geometry.

The value obtained for the orbital gap (alpha / beta) is 6.416 / 6.900 eV. The calculation puts the lowest unoccupied orbital energy (alpha / beta) at -1.8 / -1.4 eV. For the HOMO energy (alpha / beta), the calculation gives -0.30112 / -0.30411 hartree. Its spin multiplicity is 1.

```
7
Properties=species:S:1:pos:R:3:forces:R:3:nbo_charge:R:1
C 1.995636 -0.606964 0.218569 -1.077 1.560 2.555 -0.306
P -0.728903 -1.454904 1.039673 2.398 -0.058 0.298 0.114
P -1.463524 0.281648 0.101764 -0.449 0.890 1.332 -0.027
H 1.502619 -0.801947 -0.663163 -0.432 -0.568 -2.407 0.092
H 2.398315 0.462407 0.328124 -0.550 -1.628 0.134 0.138
H -2.706378 -0.323270 -0.127599 -0.395 0.009 -0.221 0.002
H -0.932688 0.008745 -1.104848 0.505 -0.205 -1.691 -0.013
```
Forces are in eV/Å.